(1)
Below is a structure of composition C6H15O2, with properties calculated with ωB97M-V/def2-TZVPD.

As for the HOMO energy: -3.63 eV. Its charge is -1. The orbital gap is 7.220 eV.

The geometry in XYZ format:
```
23
Properties=species:S:1:pos:R:3:forces:R:3
C 1.117587 2.623905 0.850520 0.8345 -0.0014 -1.2804
O 0.489035 2.332192 2.004825 -0.2286 0.9047 -0.3779
C 0.729814 1.755105 -0.406989 0.2858 -0.8014 0.9060
C 0.292448 0.339983 -0.018212 0.0627 0.4726 -0.0876
C -0.168634 -0.563787 -1.157607 -0.9356 0.3212 0.6313
C -1.102450 -1.683191 -0.601997 1.2173 0.7388 -0.7004
C -1.084365 -2.955283 -1.449822 0.4212 0.2005 0.9032
H 2.238082 2.610726 0.859327 0.0106 -0.4566 0.5531
H 0.978033 3.662372 0.482198 -0.4188 0.2165 0.3158
H 1.593092 1.654631 -1.072979 -0.1328 0.5256 -0.3324
H -0.130431 2.235204 -0.864348 -0.0534 0.0560 -0.5810
H 1.013353 -0.187689 0.604054 0.3820 0.0692 -0.0933
H -0.493198 0.527856 0.682192 -0.9071 -0.1873 0.3945
H -0.769639 0.029681 -1.855225 0.3733 -0.0134 -0.3607
H 0.721240 -0.962311 -1.634431 -0.0103 -0.2588 -0.4411
H -2.119682 -1.306050 -0.604949 -0.1945 0.1877 0.2981
H -0.747762 -1.759665 0.427599 -0.3861 -0.8333 0.0752
H -0.082176 -3.390419 -1.484379 0.0054 0.0177 0.0131
H -1.740392 -3.682385 -0.968730 -0.1641 -0.2079 -0.4825
H -1.364908 -2.712072 -2.474475 -0.2789 -0.2105 0.0035
H -0.437719 0.047692 3.063053 0.0998 -0.1502 0.1383
H 0.556838 1.175119 2.524649 0.2209 -0.3328 0.4526
O 0.511833 0.208385 3.095727 -0.2035 -0.2567 0.0525
```
Forces are in eV/Å.

---

(2)
Below is a cluster of 3 separate species, C6H15O3 in total, with properties calculated with ωB97M-V/def2-TZVPD.

As for the HOMO energy: -4.08 eV. Its charge is -1. The orbital gap is 7.564 eV.

The geometry in XYZ format:
```
24
Properties=species:S:1:pos:R:3:forces:R:3
C 0.899640 -1.388553 -0.310188 0.1749 -0.1327 0.2427
O 1.838230 -1.626497 0.671809 -0.0656 0.0442 -0.2553
C 0.971630 0.049663 -0.839477 0.2121 -0.1413 -0.0082
C -0.127432 0.429947 -1.827176 0.0233 0.1471 0.0410
C -1.517496 0.582941 -1.184927 -0.0250 -0.1633 -0.2240
C -2.458170 2.795997 -0.506437 -0.2563 0.2533 -0.1075
C -1.611109 1.797052 -0.317373 -0.0092 -0.2190 -0.0439
H -0.126435 -1.592099 0.055253 -0.0970 0.0457 -0.0024
H 1.030722 -2.068692 -1.177824 -0.0095 0.0112 -0.0581
H 0.991882 0.717659 0.023122 -0.1133 0.0777 0.0554
H 1.957225 0.156942 -1.305170 -0.0514 0.0485 -0.0790
H 0.124755 1.377035 -2.317181 -0.0148 -0.0050 -0.0311
H -0.178838 -0.319984 -2.623000 -0.0319 -0.0741 0.0348
H -2.289247 0.627091 -1.961416 0.0347 0.0880 0.0058
H -1.726146 -0.316478 -0.598958 0.0157 0.0737 0.0894
H -3.182716 2.806445 -1.318271 0.1139 -0.1565 -0.0007
H -2.482994 3.663896 0.136970 0.0907 0.0363 0.1420
H -0.912067 1.834037 0.509151 0.0417 0.0663 0.1071
H 0.862582 -2.599800 3.115907 -0.0074 -0.0688 -0.0224
H 1.386735 -2.795900 1.709725 -0.0852 -0.0691 0.1176
O 1.034402 -3.322588 2.500383 0.0608 0.1225 -0.0539
H 1.630309 -0.669996 1.832027 -0.0035 0.0002 0.0568
H 2.384775 -0.062302 3.059526 -0.2340 0.0241 -0.0758
O 1.499765 -0.075816 2.673524 0.2366 -0.0091 0.0697
```
Forces are in eV/Å.

---

(3)
Below is a cluster of 2 separate species, C6H15O3P in total, with properties calculated with ωB97M-V/def2-TZVPD.

As for the HOMO energy: -8.25 eV. The orbital gap is 8.885 eV.

The geometry in XYZ format:
```
25
Properties=species:S:1:pos:R:3:forces:R:3
C 1.685740 -0.472947 -1.340854 1.4984 2.1234 -0.8883
C 0.902008 0.298972 -0.252799 0.7524 -0.2293 1.8313
C 0.930837 1.786018 -0.537928 3.0652 -0.4487 0.3411
C 1.509261 0.205533 1.207460 3.0686 -3.4369 -1.8678
P -0.805829 -0.489727 -0.254443 -0.2774 -0.8834 -0.3299
O -1.210684 -0.502694 1.352732 0.4904 -0.1369 0.1908
C -0.221294 -2.360991 -0.247088 1.0881 2.4479 0.5756
O -1.210941 -3.269528 0.055650 -0.6039 -1.1442 -1.1206
H 1.077228 -0.432551 -2.302874 0.8630 -0.2841 0.9951
H 2.638357 0.213647 -1.505944 -1.6660 -1.6685 0.0096
H 2.030103 -1.499389 -1.110459 -0.3611 0.7187 -0.0252
H 2.021274 2.119187 -0.739412 -1.4388 -0.5972 0.5427
H 0.592001 2.358423 0.284257 -0.5847 0.5886 0.7906
H 0.447204 2.047324 -1.393932 -1.7411 0.7922 -2.4988
H 0.992813 -0.598159 1.663045 -0.4875 -0.5255 1.1098
H 2.636233 -0.247513 1.227021 -2.2971 1.3665 -0.4230
H 1.512511 1.044353 1.842013 -0.3230 1.2458 0.3457
H -2.104229 -0.232649 1.548752 -0.5466 0.3130 -0.3182
H 0.585462 -2.289469 0.513883 -0.2826 -0.5451 -0.1875
H 0.284445 -2.554718 -1.216991 -0.8802 -0.4340 0.6012
H -1.641262 -3.268154 0.912443 0.5638 0.8127 0.2331
C -4.316104 1.639391 -0.068270 0.3928 0.6788 -3.3284
O -4.079220 0.753613 0.682232 0.3131 -0.3213 1.0131
H -5.369846 1.986320 -0.287834 0.6817 0.0599 0.5594
H -3.507107 2.037655 -0.870938 -1.2874 -0.4925 1.8485
```
Forces are in eV/Å.

---

(4)
Below is a cluster of 2 separate species, C6H15OS in total, with properties calculated with ωB97M-V/def2-TZVPD.

As for the HOMO energy: -2.78 eV. Its charge is -1. The orbital gap is 6.570 eV.

The geometry in XYZ format:
```
23
Properties=species:S:1:pos:R:3:forces:R:3
C 3.375834 -1.272159 -0.024931 0.1233 -0.0202 -0.1260
C 3.059394 0.165735 -0.384954 -0.3830 0.5553 0.5680
C 2.531206 0.974088 0.826955 -0.0991 -0.3797 -0.1779
S 0.960624 0.320714 1.503353 0.2986 0.2263 0.1806
H 4.183491 -1.295498 0.711618 -0.0025 -0.1258 0.0414
H 3.683099 -1.855974 -0.898060 0.0587 0.0233 0.0111
H 2.490905 -1.734389 0.407391 -0.0135 -0.0182 0.1020
H 3.946382 0.679123 -0.775657 0.0307 -0.0733 -0.1632
H 2.262886 0.197737 -1.131070 0.0957 -0.0189 -0.1979
H 2.409407 2.022017 0.541607 -0.0458 -0.0104 -0.1313
H 3.284683 0.969802 1.622123 0.0584 -0.0937 -0.0030
C -2.915535 1.326834 0.046608 -0.3340 0.1067 0.2983
C -2.274204 -0.040108 -0.164607 0.1956 0.2893 0.4699
C -3.161352 -0.974070 -0.950558 -0.2967 -0.0236 0.0153
O -1.991507 -0.632224 1.094628 0.0035 0.0080 -0.2243
H -2.268120 1.955036 0.658739 0.1859 -0.0187 -0.1583
H -3.851059 1.233957 0.611204 -0.0066 -0.1601 -0.1096
H -3.141980 1.837686 -0.892693 0.0931 -0.0036 -0.0596
H -1.321903 0.131311 -0.680861 -0.0346 -0.1686 -0.1072
H -3.406362 -0.518956 -1.912665 0.0225 -0.2036 -0.1262
H -4.100313 -1.153402 -0.416987 0.0145 0.1360 0.0583
H -2.695256 -1.950594 -1.074200 0.1486 0.0614 -0.1929
H -1.060310 -0.386658 1.283007 -0.1133 -0.0879 0.0327
```
Forces are in eV/Å.

---

(5)
Below is a cluster of 2 separate species, C6H15P2 in total, with properties calculated with ωB97M-V/def2-TZVPD.

As for the HOMO energy (spin up / spin down): -12.76 / -12.77 eV. Its charge is +1. The orbital gap (spin up / spin down) is 6.383 / 8.124 eV.

The geometry in XYZ format:
```
23
Properties=species:S:1:pos:R:3:forces:R:3
C 1.590767 -0.707837 -2.572125 -0.7893 1.4566 0.5979
C 0.525868 -0.844423 -1.762403 3.2934 2.4532 0.7336
C 1.299126 2.392819 0.742541 -0.5686 2.8037 -2.6893
C -1.546613 -1.990202 1.820634 1.7560 2.8683 0.6403
C -2.577176 0.740590 -0.101369 0.5507 -2.3080 0.8683
C 1.794946 1.062917 0.233159 -0.4924 -1.2290 1.4614
P 0.197108 -1.747569 1.138307 -0.4767 -1.4579 -0.5917
P 0.335685 -0.013417 -0.169163 -0.8108 -0.3583 -0.4361
H 1.472823 -1.165478 -3.541847 0.7319 -0.2081 -0.1421
H 2.383790 0.050665 -2.357539 -0.5743 -1.1163 -0.4343
H -0.222622 -1.466565 -2.039285 -2.4446 -1.7870 -0.6540
H 1.263685 2.379999 1.809742 -0.0957 0.2655 0.6078
H 1.978241 3.256439 0.349424 -1.1228 -1.4980 1.0157
H 0.242520 2.657804 0.314777 1.8742 -0.4451 0.8918
H -1.519884 -2.734243 2.556844 0.2714 -1.0157 1.1513
H -2.292000 -2.194371 1.164161 -1.8161 -1.0409 -2.5152
H -1.931083 -1.050533 2.258453 0.6804 -0.3860 0.3701
H -2.588785 1.765787 -0.350833 0.1300 0.9924 -0.2838
H -2.382946 0.506377 1.021004 -0.7862 0.2175 -2.4762
H -3.089804 0.034310 -0.876281 1.2537 1.1204 1.8835
H 2.452012 0.640559 1.011563 -0.8598 -0.5148 0.2438
H 2.515515 0.963812 -0.528709 0.3271 0.7761 -1.7514
H 0.098827 -2.537442 -0.121054 -0.0316 0.4117 1.5086
```
Forces are in eV/Å.

---

(6)
Below is a structure of composition C6H16B2FINO6Si2, with properties calculated with ωB97M-V/def2-TZVPD.

As for the HOMO energy: -4.43 eV. Its charge is -1. The orbital gap is 6.555 eV.

The geometry in XYZ format:
```
35
Properties=species:S:1:pos:R:3:forces:R:3
C 0.266068 -1.604683 2.651773 0.6764 0.8126 -0.9203
C 0.864118 -0.495979 2.022606 -0.3151 -1.0988 -0.2654
Si 1.382694 -0.509559 0.234676 1.8484 1.2679 1.7831
I 1.649284 -2.870844 -0.447461 -0.2259 0.0142 -0.3110
C 3.143209 0.280584 0.126664 -0.3568 -0.0383 -1.4644
B 3.153475 1.753639 -0.479947 0.2230 0.5690 0.6737
O 2.663008 2.108413 -1.759081 0.8894 -1.0363 1.0606
O 3.747665 2.794034 0.327341 -0.1431 -1.3578 -1.2701
O 0.400823 0.427924 -0.800475 -1.1849 -1.5123 1.3488
Si -1.278362 0.241328 -0.555403 -0.0485 0.2975 -1.3659
O -2.018357 0.933146 -1.959963 0.7736 -0.6859 1.7367
C -1.977629 1.246709 0.917235 0.6872 0.8970 0.2657
C -1.948843 2.764609 0.554153 -1.4003 -1.0664 -0.1993
N -2.932581 3.305410 -0.058435 0.8063 0.1116 0.4360
C -1.857943 -1.588387 -0.533514 -0.2413 0.7657 -0.3187
B -1.771115 -2.315282 -1.963411 0.3854 -0.6791 -0.8999
O -1.200746 -1.721220 -3.130177 -0.2644 -1.2029 1.5070
O -2.241122 -3.659958 -2.143638 0.4041 1.6016 0.8180
H 0.836892 -2.565718 2.728167 -0.8765 0.1968 -0.8529
H -0.769050 -1.533879 3.048540 1.2374 0.1446 1.2748
H 1.037884 0.429963 2.617170 -1.2278 -0.0647 -0.7866
H 3.703331 0.173494 1.074754 -0.6225 0.1683 -0.3738
H 3.684577 -0.359338 -0.622282 -0.3759 0.5402 0.4078
H 3.230055 2.767225 -2.165161 -0.2721 0.3856 -0.0435
H 4.355815 3.238069 -0.273188 -0.0683 0.6306 0.2693
H -2.921875 0.602695 -1.931591 -0.1667 0.1248 -0.4203
H -3.022555 0.896738 1.107840 0.6097 0.4444 -0.3151
H -1.421796 1.085921 1.863723 -0.1226 -0.1543 -0.6426
H -1.075975 3.396162 0.796651 -0.3212 -0.4976 -0.0460
H -3.646838 2.592610 -0.229374 0.0419 0.1610 -0.0056
H -2.953734 -1.531565 -0.283909 0.7666 -0.2204 0.0856
H -1.327596 -2.162299 0.258272 -0.5826 0.1621 -0.4522
H -0.265857 -1.576988 -2.933885 0.0313 0.6565 -0.1351
H -1.422270 -4.160096 -2.238471 -0.1322 -0.3410 -0.4058
F 1.935344 -2.382879 4.179802 -0.4319 0.0036 -0.1726
```
Forces are in eV/Å.

---

(7)
Below is a cluster of 3 separate species, C6H16Cl2N4O3PS2 in total, with properties calculated with ωB97M-V/def2-TZVPD.

As for the HOMO energy: -11.04 eV. Its charge is +1. The orbital gap is 7.559 eV.

The geometry in XYZ format:
```
34
Properties=species:S:1:pos:R:3:forces:R:3
N 0.225557 3.730154 3.039643 0.3028 -0.5100 0.5931
C 0.431676 2.546713 2.398271 -0.6190 0.9794 -1.1088
N 0.166914 2.324112 1.103582 0.0211 0.0373 0.4944
C 0.510523 1.060873 0.871837 0.3913 0.1720 -0.5394
P 0.271434 0.268046 -0.801654 -0.9350 -0.9628 -0.4240
O 0.178558 1.613848 -1.663581 0.4596 0.0029 0.2860
Cl 2.164428 -0.444506 -1.021570 0.2810 0.1989 0.3262
N 0.990692 0.494789 1.970677 0.0366 0.1128 -0.4241
N 0.926616 1.429936 2.939658 0.2845 -0.4342 0.4511
Cl 1.377583 1.120956 4.513003 0.1581 -0.0105 0.1199
H -0.681159 3.978724 3.377181 -0.2765 0.0705 -0.0813
H 0.958542 4.404760 3.117815 0.2096 0.1293 0.0149
H 0.891808 2.223560 -1.431590 -0.0660 0.4222 -0.2694
H 1.305197 -0.466189 2.092646 -0.1704 -0.4192 0.5712
C -0.491886 -0.741814 -5.949112 -0.0788 0.0574 -0.0227
S 1.054703 -1.168474 -5.144252 0.0033 -0.0583 -0.1325
O 0.820476 -1.075860 -3.675778 -0.0993 0.1219 0.1255
C 1.937039 0.318921 -5.627837 0.0165 0.1031 0.0077
H -1.209373 -1.530532 -5.735313 0.0329 -0.0397 0.0212
H -0.858374 0.207068 -5.557607 0.0371 0.0009 0.0348
H -0.332191 -0.675449 -7.024843 0.0131 -0.0247 -0.0053
H 1.405171 1.195933 -5.258467 -0.0374 -0.0321 0.0197
H 2.019852 0.352347 -6.713593 0.0101 -0.0244 -0.0070
H 2.931262 0.277332 -5.188437 0.0023 -0.0556 0.0121
C -2.150843 -3.311656 2.983167 0.1479 -0.1582 0.0287
S -1.239205 -1.798275 2.695111 -0.5659 0.0217 -0.0238
O 0.221158 -2.109303 2.775002 0.4091 0.1250 0.0023
C -1.658553 -0.981992 4.237646 -0.0488 -0.0913 -0.0501
H -1.976061 -3.974088 2.138755 0.0180 0.0235 -0.0363
H -1.797196 -3.781046 3.900580 0.0353 0.0272 0.0023
H -3.213199 -3.081165 3.054124 0.0165 0.0725 -0.0308
H -1.350878 -1.578315 5.096205 0.0609 -0.0598 -0.0780
H -2.727917 -0.777317 4.276051 0.0098 0.0165 -0.0540
H -1.102352 -0.052094 4.212682 -0.0602 0.1858 0.1762
```
Forces are in eV/Å.

---

(8)
Below is a cluster of 2 separate species, C6H16ClNSi in total, with properties calculated with ωB97M-V/def2-TZVPD.

As for the HOMO energy: -7.71 eV. The orbital gap is 8.149 eV.

The geometry in XYZ format:
```
25
Properties=species:S:1:pos:R:3:forces:R:3
C 1.812871 2.367853 1.346900 -3.0066 -2.2565 0.5024
C 1.964665 1.281517 0.264116 -1.4836 -1.7546 1.8389
Si 1.309409 -0.391971 0.429786 1.2094 1.2520 -1.5286
Cl 0.876823 -1.301172 2.218010 -0.0429 0.3018 -0.1597
C 1.408107 -1.670002 -1.033539 -2.2117 -2.9594 2.0270
C 2.194940 -3.050182 -0.719379 0.3236 3.0924 1.5420
H 2.311382 3.296244 1.276200 0.7568 0.7380 -0.5195
H 0.680154 2.569332 1.521272 1.7281 0.0819 -0.5175
H 2.059371 1.865065 2.271825 0.4265 0.2954 0.5647
H 2.287894 1.596137 -0.685880 0.2367 0.1207 -1.2835
H 0.422835 -2.039331 -1.505892 0.9156 0.9245 1.2226
H 1.748219 -1.085436 -1.791051 1.8189 1.5847 -2.3139
H 2.723741 -3.442552 -1.558610 0.4682 -0.0125 -0.6327
H 2.908192 -2.799930 0.145082 -0.8598 -0.9504 -1.2873
H 1.454012 -3.763534 -0.431252 -0.2565 -0.4860 0.5234
C -2.717782 1.422223 -1.052747 -0.0493 1.0081 1.4141
C -2.317975 0.807148 0.324370 0.5600 2.0289 0.2373
N -2.799233 -0.469183 0.699762 -1.5044 -4.1183 -0.2965
H -2.747030 0.592154 -1.686184 0.0007 -1.0134 -1.6366
H -3.708173 1.922934 -1.061093 0.3994 -0.5068 0.2571
H -2.006847 2.195701 -1.393832 -0.0843 -0.5400 0.1324
H -1.168199 0.728137 0.376613 -1.6946 0.3764 0.0078
H -2.680478 1.497609 1.118837 0.6691 -0.0881 -0.3991
H -3.792139 -0.872135 0.569121 1.8833 2.0175 0.0743
H -2.224758 -1.256625 0.357567 -0.2027 0.8637 0.2309
```
Forces are in eV/Å.

---

no.,E (eV)
1,-10560.223
2,-12608.331
3,-21894.289
4,-19349.160
5,-25031.167
6,-48191.325
7,-74580.340
8,-28369.894